[1]
One molecule with the formula C7H9NO. Source: the OMol25 dataset; level of theory: ωB97M-V with the def2-TZVPD basis set.

Output
Gap between HOMO and LUMO = 8.98 eV
E_HOMO = -8.41 eV
SMILES = O=C1C=CC[C@@H]2CN[C@H]12

```
18
Properties=species:S:1:pos:R:3:lowdin_charge:R:1
C 1.42668 -0.39122 0.10735 -0.366
C 0.64026 -1.57546 0.59629 0.017
C -0.67095 -1.39532 0.99528 -0.068
C -1.31308 -0.12189 1.15105 -0.185
C -0.75502 1.07000 0.39132 -0.184
C -1.58254 1.13901 -0.97616 -0.116
C 0.48882 0.74329 -0.44705 -0.255
H 1.19795 -2.53915 0.79314 0.125
H -1.17763 -2.28245 1.23822 0.093
H -1.55832 0.13249 2.21370 0.143
H -2.30722 -0.27352 0.79035 0.098
H -0.68996 2.07228 0.86954 0.146
H -1.84307 2.15907 -1.32306 0.103
H -2.52356 0.73444 -1.16289 0.074
H -0.05526 0.69642 -2.56236 0.123
H 1.19331 1.58188 -0.47792 0.138
N -0.34755 0.53446 -1.59190 0.009
O 2.59894 -0.35414 -0.01798 0.106
```



[2]
C7H9NO2Pt as an isolated structure. Source: the OMol25 dataset; level of theory: ωB97M-V with the def2-TZVPD basis set.

Output
Gap between HOMO and LUMO (spin up / spin down) = 7.73 / 3.90 eV
Spin multiplicity = 5
E_HOMO (spin up / spin down) = -18.13 / -18.15 eV
Total charge = +2

```
20
Properties=species:S:1:pos:R:3:mulliken_spin:R:1
Pt 0.36052 0.22994 -1.04897 2.314
C -2.23821 1.32210 -4.52800 0.002
H -2.36543 0.50566 -3.80644 0.003
H -1.43398 1.95706 -4.15552 0.001
H -3.16259 1.89776 -4.54195 0.002
H -1.93350 0.88418 -5.44482 0.001
H 1.55338 -0.15235 -1.99196 0.199
O -1.90252 1.40215 2.07494 0.570
C -1.04614 0.95136 1.31205 -0.117
O -1.02718 1.17398 0.00349 0.508
C 0.04581 0.07836 1.77221 -0.025
C 0.35148 -0.30978 3.07673 0.034
C 1.44111 -1.15902 3.22948 0.100
C 2.15625 -1.68258 2.14976 0.021
C 1.77112 -1.32173 0.86637 0.020
N 0.76840 -0.41318 0.74159 0.364
H -0.25516 0.10213 3.86444 0.005
H 1.76338 -1.40724 4.23501 0.000
H 2.99231 -2.36920 2.26204 0.005
H 2.16097 -1.68959 -0.07044 -0.006
```



[3]
One molecule with the formula C7H9NO2S. Source: the OMol25 dataset; level of theory: ωB97M-V with the def2-TZVPD basis set.

Output
Gap between HOMO and LUMO = 7.88 eV
E_HOMO = -9.08 eV

```
20
Properties=species:S:1:pos:R:3:lowdin_charge:R:1
C 1.14057 -1.00603 -0.84874 -0.068
C -0.02401 -0.33861 -0.71077 -0.047
C 2.31692 -1.12192 0.07619 -0.557
C 3.01793 0.09575 0.19266 -0.329
C -0.25162 2.03418 0.27714 -0.234
C -0.67303 0.50960 0.38424 -0.305
C -2.83164 -0.54550 0.07697 -0.123
N 2.69247 -2.22609 0.44334 0.173
O 1.06619 2.36946 0.54351 -0.460
O -2.10028 0.57235 0.36545 -0.130
S 2.59552 1.62951 0.06265 1.068
H 1.36717 -1.60716 -1.82953 0.151
H -0.68419 -0.50709 -1.60255 0.121
H -1.05032 2.34344 1.14531 0.175
H -0.62356 2.47063 -0.67188 0.128
H -0.20479 0.09753 1.28706 0.154
H -2.75095 -1.33396 0.70248 0.062
H -2.71923 -1.02178 -0.87394 0.080
H -3.82705 -0.20305 0.04172 0.089
H 3.54390 -2.21126 0.93868 0.049
```



[4]
C7H9NO2S2 as an isolated structure. Source: the OMol25 dataset; level of theory: ωB97M-V with the def2-TZVPD basis set.

Output
Gap between HOMO and LUMO = 8.28 eV
E_HOMO = -9.11 eV

```
21
Properties=species:S:1:pos:R:3:lowdin_charge:R:1
C 2.98324 0.99337 0.16314 -0.102
C 2.28117 1.42651 -0.88657 -0.076
C 2.61159 -0.08247 0.92129 -0.086
C 1.12194 0.72509 -1.28051 -0.102
C 1.53469 -0.78750 0.55156 -0.076
C 0.80026 -0.36608 -0.58410 -0.270
C -3.15829 -0.65046 1.04641 -0.269
N -1.87669 0.01977 0.96496 -0.571
O -0.86387 -2.51483 -0.46642 -0.331
O -1.46440 -0.73484 -2.00877 -0.347
S -1.90510 1.58097 0.28225 0.679
S -0.95872 -1.09491 -0.72184 0.718
H 3.80944 1.51143 0.47799 0.086
H 2.55053 2.37131 -1.33242 0.113
H 3.30226 -0.54041 1.69030 0.139
H 0.84356 1.18825 -2.27792 0.149
H 1.09426 -1.67848 1.04981 0.126
H -2.86642 -1.67644 1.42221 0.093
H -3.67469 -0.24849 1.93137 0.078
H -3.84325 -0.60978 0.15821 0.091
H -2.32150 1.16799 -1.10094 -0.042
```



[5]
One molecule with the formula C7H9NO3. Source: the OMol25 dataset; level of theory: ωB97M-V with the def2-TZVPD basis set.

Output
Gap between HOMO and LUMO = 9.14 eV
E_HOMO = -8.46 eV
SMILES = NC(=C=CC/C=C/O)C(=O)O

```
20
Properties=species:S:1:pos:R:3:lowdin_charge:R:1
C 0.84905 1.65631 -1.02186 -0.063
C -0.03834 1.33830 -0.15214 0.021
C 1.75923 0.60699 -1.60399 -0.143
C 1.61205 -0.64879 -0.68113 -0.107
C -0.78395 0.40544 2.05372 -0.476
C 0.46366 -1.33602 -0.61190 -0.254
C -0.90106 0.63889 0.54023 -0.293
N -2.16583 0.28531 0.02238 0.072
O 0.22730 0.35164 2.63882 0.160
O -1.92569 -0.04703 2.64531 0.098
O 0.22030 -2.45069 0.12919 0.020
H 1.01104 2.61019 -1.29635 0.068
H 2.79287 0.77559 -1.51034 0.088
H 1.42179 0.17681 -2.57208 0.122
H 2.30754 -0.74605 0.11445 0.102
H -0.32085 -1.02103 -1.43068 0.154
H -2.73624 0.33462 2.32565 0.099
H -2.26891 -0.62290 0.49025 0.088
H -2.19176 0.12104 -1.05119 0.141
H 0.66781 -2.42860 0.97165 0.102
```



[6]
One molecule with the formula C7H9NOS. Source: the OMol25 dataset; level of theory: ωB97M-V with the def2-TZVPD basis set.

Output
Gap between HOMO and LUMO = 9.26 eV
E_HOMO = -8.53 eV

```
19
Properties=species:S:1:pos:R:3:lowdin_charge:R:1
C 1.43438 1.89966 0.91914 -0.118
C 1.69496 1.68719 -0.41939 -0.127
C 1.24102 0.66789 1.53562 -0.144
C 1.67756 0.37097 -0.62100 -0.186
C -1.46377 -0.07992 -1.07870 0.040
C -1.25518 -0.63626 0.10752 -0.235
C -0.78230 -2.02745 0.33047 -0.215
N 1.40867 -0.28400 0.53033 -0.296
O 1.97151 -2.69344 -0.23307 -0.472
S 1.21201 -2.03752 0.76734 0.976
H 1.07653 2.84413 1.37033 0.109
H 1.53975 2.48534 -1.19910 0.128
H 1.27139 0.44940 2.61174 0.116
H 1.56968 -0.15218 -1.55119 0.120
H -1.86801 0.83416 -1.24198 0.025
H -1.41024 -0.65535 -2.02072 0.084
H -1.12175 -0.15676 0.99221 0.054
H -1.33343 -2.60040 1.07270 0.079
H -0.69654 -2.60867 -0.56572 0.061
```



[7]
A 2-piece molecular cluster, C7H9NS overall. Source: the OMol25 dataset; level of theory: ωB97M-V with the def2-TZVPD basis set.

Output
Gap between HOMO and LUMO = 8.47 eV
E_HOMO = -8.77 eV
SMILES = C=C/C=C\C#N.C=CS

```
18
Properties=species:S:1:pos:R:3:lowdin_charge:R:1
C -0.90308 2.21208 -1.28001 -0.245
C -1.90643 -0.04259 0.56015 -0.181
C -1.42515 -0.15698 -0.78974 -0.115
C -1.61449 0.84383 1.45510 0.052
C 2.30367 -2.16998 0.21707 -0.069
C -1.02116 0.83736 -1.61006 -0.088
C 1.71151 -0.98885 0.08682 -0.611
N -0.58109 3.31704 -1.20474 0.165
S 2.40730 0.55732 0.49794 0.732
H -2.61653 -0.80171 0.74396 0.092
H -1.49293 -1.12429 -1.25851 0.113
H -1.97491 0.99973 2.42955 0.058
H -1.05261 1.69430 1.09842 0.054
H 3.28267 -2.10285 0.50304 0.008
H 1.86544 -3.17916 0.00318 0.078
H -0.92236 0.78946 -2.64938 0.096
H 0.77241 -0.86856 -0.35938 -0.016
H 3.16776 0.18387 1.55660 -0.122
```



[8]
C7H9O2P as an isolated structure. Source: the OMol25 dataset; level of theory: ωB97M-V with the def2-TZVPD basis set.

Output
Gap between HOMO and LUMO = 8.00 eV
E_HOMO = -8.01 eV

```
19
Properties=species:S:1:pos:R:3:lowdin_charge:R:1
C 1.69080 0.53371 -0.87372 -0.084
C 0.89982 -0.52466 -0.95758 -0.038
C -0.07143 1.77972 0.32328 -0.136
C -0.79538 0.68647 0.32779 -0.157
C 1.39314 1.73160 -0.02352 -0.186
C -0.34391 -0.65577 -0.11334 -0.602
C -0.04317 -1.56910 1.08516 -0.006
O -3.87192 -0.30895 0.75694 -0.515
O -1.48297 -1.14607 -0.84597 -0.167
P -3.14701 0.42188 -0.25580 0.975
H 2.60263 0.58398 -1.45041 0.102
H 1.14187 -1.35883 -1.60328 0.111
H -0.49407 2.74477 0.55510 0.090
H 2.01001 1.71054 0.88381 0.119
H 1.66289 2.64064 -0.56900 0.110
H -0.94482 -1.70053 1.68060 0.087
H 0.72363 -1.10138 1.70104 0.093
H 0.31572 -2.54416 0.75120 0.084
H -1.24582 -1.92388 -1.37230 0.119
```



Looking at relative energy (zero: lowest compared OMol25 entry of this formula, charge and spin) for the records above, in order, we have 282.88 0.00 569.88 406.45 318.29 245.85 238.38 253.16 kJ/mol.